# 1
# CH2FLiNaO

A structure of composition CH2FLiNaO (ωB97M-V/def2-TZVPD, OMol25).

```
7
Properties=species:S:1:pos:R:3:lowdin_spin:R:1
H 1.86591 0.41343 -0.76636 0.050
O -0.14412 0.58484 -0.19332 0.307
Li -1.22609 0.17880 1.23645 0.002
F -1.87340 -0.64605 2.58787 0.000
C 0.94862 -0.12926 -0.48111 0.539
H 1.08424 -1.14025 -0.06465 0.041
Na -0.65515 0.73848 -2.31888 0.061
```

Summary:
electronic energy = -384.2547 Ha
spin multiplicity = 2
energy relative to the best compared isomer or geometry (same formula, charge and spin) = 0.0 kcal per mole
HOMO (spin up / spin down) = -6.8 / -8.9 eV
expectation value of S² = 0.754
gap between HOMO and LUMO (spin up / spin down) = 5.29 / 7.28 eV

# 2
# C5H12O4

A cluster of 2 separate species, C5H12O4 in total (ωB97M-V/def2-TZVPD, OMol25).

```
21
Properties=species:S:1:pos:R:3:mulliken_charge:R:1
H -2.01321 0.32395 -1.44849 0.185
H 2.79058 0.20030 -0.94574 0.255
C 0.01337 0.16145 -0.79152 0.403
O 3.22728 1.48761 0.62540 -0.501
O -1.38912 -1.98681 1.86068 -0.671
H -2.17197 -2.36167 1.14092 0.379
O -3.05746 -1.51100 -0.21563 -0.633
O 0.22395 -1.17723 -1.20838 -0.520
H 1.22443 -0.13745 0.98145 0.267
C 2.35481 1.05424 -0.40164 -0.514
H 0.38935 -1.72875 -0.43644 0.336
C 1.03564 0.64640 0.23015 -0.539
H 3.85923 2.11443 0.26459 0.312
H -1.46865 1.34290 0.17397 0.258
H 0.13749 0.75429 -1.71114 0.290
H -0.77235 -2.70576 1.66385 0.285
H 0.61729 1.50875 0.77014 0.301
H -3.05240 0.10002 0.94857 0.289
C -2.69270 -0.32857 -0.01228 -0.088
H 2.18023 1.86569 -1.12992 0.341
C -1.43578 0.37722 -0.35853 -0.434
```

Summary:
electronic energy = -498.5473 Ha
energy relative to the best compared isomer or geometry (same formula, charge and spin) = 91.8 kcal per mole
structure (SMILES) = O=CC[C@H](O)CCO.O
HOMO = -9.8 eV
gap between HOMO and LUMO = 10.19 eV

# 3
# C29H59Cl22O2

A cluster of 12 separate species, C29H59Cl22O2 in total (ωB97M-V/def2-TZVPD, OMol25).

```
112
Properties=species:S:1:pos:R:3:mulliken_charge:R:1
C 4.21105 -0.36206 -2.04253 0.008
C -8.70648 -0.59305 3.44779 -0.283
H 6.57217 -5.06044 -0.29609 0.308
H 5.33047 -1.17347 -3.67703 0.419
C 3.52633 4.73327 -2.09459 -0.406
Cl 3.89826 3.05399 -2.54989 -0.035
H 8.95622 -3.65191 -1.60307 0.326
Cl 0.40674 3.01308 4.31655 -0.069
O -1.29122 2.90480 -3.22940 -0.076
C 1.27985 3.59580 0.91714 -0.789
H 2.00989 3.11130 6.02223 0.322
H 5.06872 3.56346 -6.49069 0.361
H -3.50130 -5.51609 -5.19393 0.298
Cl 4.89372 4.66363 0.30472 -0.208
H -7.75796 -0.95071 3.05424 0.146
H 7.32318 3.40326 -5.35135 0.422
H -4.38873 0.95126 3.17252 0.333
C 2.44402 1.30952 4.95749 -0.547
C -1.78503 2.76592 1.47718 -1.123
H -6.11290 0.45445 4.95327 0.174
C -11.43206 1.72893 0.49593 -0.295
H 6.04190 4.08651 -4.33331 0.136
Cl -11.43474 -0.72160 3.29693 -0.191
C -9.83597 -1.09935 2.59158 -0.384
H -12.39038 2.24467 0.52763 0.343
C 8.35955 -4.53391 -1.38426 -0.472
C -10.42504 2.57115 -0.24435 -0.451
H -2.24883 -6.40380 -3.32256 0.345
H -4.82554 -0.20712 5.97518 0.391
C 4.65772 5.36576 -1.31622 -0.390
C 0.80886 2.54560 -0.11698 2.653
H -0.55009 4.05596 -0.80267 0.068
H 0.14405 0.48593 -0.14020 -0.378
C -4.14645 0.85926 4.22900 -0.621
H 3.38306 5.29414 -3.01791 0.311
C 1.46510 2.29389 5.55117 -0.554
C 7.23984 -4.21324 -0.42844 -0.545
H 4.09598 -5.82537 2.27626 0.274
Cl -0.08415 -5.64114 -3.81331 -0.222
Cl 2.56337 0.05763 -1.54590 -0.108
C 4.28962 -1.05676 -3.37864 -0.465
C 0.00203 3.21611 -1.25339 -1.833
C -2.41435 -5.46195 -5.23166 -0.419
H -0.51074 1.33380 -2.13985 -0.147
H 0.78538 4.55350 0.74198 0.381
H 4.45415 6.42594 -1.17333 0.388
H 4.76609 0.57050 -2.09497 -0.046
H -11.11146 1.52527 1.51544 0.114
H -8.80338 -0.92883 4.47719 0.382
Cl -5.33142 -1.61146 4.15331 -0.216
Cl 6.69721 1.96483 -3.59928 -0.136
C 6.38275 3.18983 -4.84883 -0.401
C 0.45712 -2.96533 -1.50151 0.819
Cl 6.25499 -2.83470 -0.96980 -0.067
Cl -8.62051 1.19111 3.46539 -0.198
C 3.19677 -4.44598 3.63253 0.023
H 4.42480 2.41813 -5.30678 0.165
H 2.36278 3.70752 0.87923 -0.013
H 5.60198 5.25826 -1.84745 0.219
C 1.29516 -3.61532 -0.43330 -0.534
H -1.83032 0.69504 0.91823 0.364
H -1.16943 3.48078 2.02034 0.216
H -10.68966 2.67433 -1.29371 0.338
Cl -2.48047 0.25367 4.34968 -0.111
C 5.32384 2.74184 -5.82350 -0.300
O -2.47932 2.24688 -3.74521 -0.452
Cl 3.57356 -2.70071 -3.35387 -0.174
Cl 2.07071 -2.43001 0.65339 -0.186
H 2.94545 -3.66257 2.92146 -0.107
H 1.72517 2.17419 -0.59649 -0.487
H -2.13998 -4.63795 -3.25594 0.283
H 1.02281 -2.21797 -2.05020 -0.010
Cl 5.88847 1.39084 -6.84835 -0.210
H -2.69673 2.64500 2.08118 0.176
H -9.77292 -2.18281 2.50917 0.361
H 1.03813 3.25291 1.92853 -0.517
H -3.17627 2.79382 -3.36110 0.304
H 4.68478 -5.97530 3.93918 0.372
H 4.62401 -0.97526 -1.25087 -0.136
H -4.15945 1.85270 4.67530 0.350
H 0.11090 -3.72992 -2.19408 -0.577
C 0.23104 1.29944 0.58311 -0.090
H 2.09491 -4.18817 -0.90192 0.293
Cl -0.99113 -2.16483 -0.83203 -0.212
C -1.11149 1.39881 1.35277 0.237
C 4.37236 -5.27122 3.17203 -0.465
H -2.09624 3.17759 0.51994 0.296
H 3.76625 -0.48979 -4.14507 0.365
Cl -11.71298 0.16218 -0.31239 -0.179
H 7.65227 -3.94378 0.54151 0.263
H -0.93898 1.03667 2.36533 -0.378
H -1.93874 2.14191 -1.42472 0.150
H 0.69589 -4.28126 0.18438 0.399
H 9.00372 -5.29535 -0.94722 0.331
C -1.86395 -5.52053 -3.82969 -0.440
H -9.80454 -0.67176 1.59195 0.163
H 0.99626 0.95375 1.29447 0.392
H -10.38066 3.56182 0.20552 0.283
Cl 5.79427 -4.28135 2.74281 -0.187
H 2.33320 -5.09805 3.75414 0.309
Cl 1.63630 -0.16184 4.36019 -0.156
Cl 3.49714 -3.68096 5.21513 -0.196
H -2.04078 -6.28548 -5.83538 0.304
C -5.13308 -0.02215 4.94921 -0.313
H 2.99549 1.74676 4.12832 0.290
C -0.96259 2.31359 -1.93163 0.266
H 3.14985 0.99413 5.72509 0.392
Cl -8.78295 1.88823 -0.16107 -0.154
H 0.83593 1.81425 6.29783 0.319
Cl 7.76092 -5.18406 -2.93376 -0.192
H 2.57921 4.71185 -1.55140 0.077
Cl -1.99236 -3.94424 -6.05899 -0.172
```

Summary:
electronic energy = -11414.9633 Ha
net charge = -1
HOMO = -1.5 eV
gap between HOMO and LUMO = 3.37 eV